Record 1
{"formula": "C29H75N3O10", "method": "ωB97M-V with the def2-TZVPD basis set", "e_above_lowest_ev": 43.539, "homo_energy_ev": -6.692, "gap_ev": 6.222, "lumo_ha": -0.01729, "symbols": ["C", "O", "H", "H", "H", "H", "C", "O", "H", "H", "H", "H", "O", "H", "H", "O", "H", "H", "O", "H", "H", "O", "H", "H", "O", "H", "H", "C", "C", "C", "C", "C", "C", "N", "O", "C", "C", "C", "H", "H", "H", "H", "H", "H", "H", "H", "H", "H", "H", "H", "H", "H", "H", "H", "H", "H", "H", "C", "C", "C", "C", "C", "C", "N", "O", "C", "C", "C", "H", "H", "H", "H", "H", "H", "H", "H", "H", "H", "H", "H", "H", "H", "H", "H", "H", "H", "H", "C", "C", "C", "C", "C", "C", "N", "O", "C", "C", "C", "H", "H", "H", "H", "H", "H", "H", "H", "H", "H", "H", "H", "H", "H", "H", "H", "H", "H", "H"], "positions_angstrom": [[4.491155, -3.655428, -15.655814], [5.845924, -3.994819, -15.677173], [4.302917, -2.678070, -16.100147], [3.796833, -4.397574, -16.049815], [4.222734, -3.544192, -14.605252], [6.236422, -3.796968, -14.822789], [6.418606, -1.660229, -16.245116], [7.064618, -1.370901, -17.453485], [5.627168, -0.957344, -15.984956], [5.886008, -2.594745, -16.421535], [7.082198, -1.849072, -15.401263], [6.606543, -0.611452, -17.820925], [6.104800, -2.981704, -14.103743], [6.242389, -2.064180, -13.868291], [6.763186, -3.460103, -13.599862], [7.336370, -4.686736, -17.353040], [6.966927, -4.626002, -16.472104], [7.162303, -5.587926, -17.624677], [6.108336, -5.991452, -14.912452], [6.099442, -6.489918, -14.095327], [5.320696, -5.449095, -14.871295], [2.913181, -3.619282, -13.772498], [3.610141, -2.976299, -13.641917], [2.387486, -3.261437, -14.487926], [4.351740, -2.081973, -12.902753], [4.836476, -2.185405, -12.083878], [4.960502, -2.375296, -13.580694], [3.556136, -5.471104, -16.120411], [2.954877, -6.707242, -16.869993], [3.920217, -7.911031, -16.536814], [3.315378, -9.242780, -16.805805], [1.964827, -9.443477, -16.138376], [0.932433, -8.361957, -16.476845], [1.597505, -7.004768, -16.273800], [0.789533, -5.951179, -16.159727], [0.375806, -8.636769, -17.936997], [-0.319967, -8.526921, -15.541829], [2.810339, -6.477764, -18.348155], [2.977077, -4.571958, -16.330932], [4.553834, -5.176399, -16.445762], [3.584905, -5.535892, -15.032705], [4.829836, -7.832013, -17.132172], [4.139216, -7.955597, -15.469975], [4.044502, -9.944711, -16.401114], [3.248423, -9.412786, -17.880379], [2.170091, -9.455077, -15.067937], [1.574324, -10.433522, -16.373798], [-0.086750, -7.708241, -18.271632], [1.234953, -8.729792, -18.601297], [-0.261903, -9.517726, -18.009956], [-1.171693, -7.880887, -15.754711], [-0.663436, -9.539529, -15.753437], [-0.065044, -8.476955, -14.483243], [1.787398, -6.131014, -18.494639], [3.058423, -7.260618, -19.064866], [3.386247, -5.598641, -18.637217], [0.730080, -5.748947, -15.223154], [4.029604, -1.132944, -15.642879], [3.166850, -0.071499, -16.259734], [3.897643, 0.381225, -17.541104], [2.961349, 1.072864, -18.529706], [1.669331, 0.316061, -18.795215], [0.871377, -0.043704, -17.443727], [1.854601, -0.659643, -16.499403], [1.209813, -1.082305, -15.375471], [0.112805, 1.300161, -17.046467], [-0.167305, -1.103805, -17.955895], [3.167858, 1.191850, -15.361652], [4.372695, -1.945515, -16.283288], [3.609969, -1.649973, -14.779934], [4.934810, -0.833900, -15.114384], [4.726312, 1.059940, -17.339263], [4.340926, -0.406996, -18.149632], [3.472645, 1.186998, -19.485557], [2.696313, 2.069788, -18.177561], [1.697410, -0.520436, -19.493486], [1.079668, 0.941458, -19.465487], [-0.609496, 1.584177, -17.811774], [-0.358591, 1.124615, -16.079467], [0.796230, 2.125787, -16.848027], [0.303933, -1.971411, -18.417738], [-0.818413, -1.490537, -17.171942], [-0.787222, -0.659909, -18.734842], [2.604812, 1.042309, -14.440393], [2.715186, 1.995997, -15.941763], [4.202978, 1.458197, -15.147954], [1.056765, -0.320300, -14.811966], [5.361174, -3.936911, -21.938259], [4.981995, -4.057010, -20.482992], [6.271406, -3.557378, -19.745578], [6.072061, -3.453457, -18.281711], [4.823009, -2.558785, -18.026029], [3.467072, -3.055291, -18.714591], [3.791546, -3.318894, -20.087109], [2.694262, -3.592019, -20.829171], [2.848023, -4.240798, -17.855443], [2.481756, -1.868457, -18.674862], [4.895220, -5.604011, -20.000633], [6.243162, -4.526819, -22.187687], [5.571232, -2.905539, -22.221535], [4.474732, -4.248006, -22.491012], [7.107179, -4.220594, -19.968573], [6.569781, -2.588753, -20.146620], [6.951270, -2.896149, -17.958470], [5.941657, -4.405212, -17.766669], [5.049751, -1.515934, -18.247709], [4.762653, -2.525006, -16.938226], [2.353205, -3.813249, -16.983400], [2.114348, -4.756367, -18.475130], [3.565638, -4.984515, -17.509003], [1.500074, -2.095235, -19.090752], [2.432603, -1.309310, -17.740498], [2.782352, -1.111513, -19.399280], [3.921990, -6.079508, -20.122405], [4.767042, -5.760985, -18.929639], [5.704021, -6.203769, -20.418057], [2.417787, -2.745767, -21.188371]], "atomic_forces_ev_per_a": [[3.4, 4.8, 4.4], [-2.3, -4.7, -6.4], [-1.3, -8.9, 4.7], [3.5, 7.8, 1.9], [1.3, -0.9, -2.4], [-0.2, -2.7, -4.1], [1.5, 1.0, -0.7], [1.8, 3.2, 0.6], [3.7, 0.1, -1.8], [2.4, 1.5, 0.8], [0.9, 0.7, -0.8], [0.4, 0.2, -0.1], [3.3, 5.6, 9.5], [1.4, 0.9, 0.0], [0.8, -0.1, 1.4], [7.4, -4.9, 1.4], [-0.3, -0.1, 0.3], [0.5, -0.7, 0.1], [0.9, -2.1, 1.7], [0.1, -0.7, 0.2], [0.1, -0.4, 0.0], [-4.1, -2.0, 1.2], [-1.7, 0.0, 1.4], [-0.6, 0.1, -0.1], [0.4, 3.1, 2.4], [-0.2, -0.1, 0.5], [-0.7, -0.1, 0.6], [-3.2, -11.3, 1.7], [-0.5, -2.1, 1.8], [-1.1, 1.0, -0.1], [-0.2, -0.7, -0.7], [0.4, 0.2, 0.4], [-1.0, 0.6, -0.4], [2.6, -4.2, 0.9], [-1.8, 2.1, -0.7], [1.4, 1.3, 0.6], [0.9, -0.3, -0.4], [-0.4, -1.8, -1.5], [-3.4, -3.7, 1.5], [0.5, -3.5, -1.1], [-0.3, -1.3, 0.3], [0.2, 0.3, 0.2], [0.3, 0.7, 0.1], [-0.2, -0.5, -0.2], [0.0, -0.2, -0.1], [-0.3, 0.2, 0.3], [-0.2, 0.0, -0.2], [-0.6, -0.2, 0.0], [-0.1, -0.4, -0.1], [0.0, 0.2, 0.1], [0.3, 0.3, -0.1], [-0.1, -0.1, 0.2], [0.1, 0.2, 0.0], [-0.1, -1.3, -0.4], [-0.2, -0.9, 0.6], [-0.7, -3.0, -0.7], [0.0, 0.0, 0.2], [-3.0, 1.9, 3.4], [1.5, 1.4, 1.0], [-0.7, 0.4, -1.6], [-0.1, 0.0, -0.2], [-2.3, 2.1, -0.1], [-0.1, 1.1, -2.9], [-1.6, 2.1, -0.3], [-0.3, -0.8, 1.3], [1.1, -1.5, 1.1], [-0.3, 0.1, 1.0], [-0.6, -0.3, -0.5], [-1.8, 9.8, 0.0], [-1.4, 0.7, -0.8], [-2.0, 1.4, 0.9], [0.0, 0.1, 0.6], [-0.6, 0.5, 0.9], [0.2, 0.2, 0.0], [0.0, 0.1, -0.1], [-0.8, 1.8, 0.7], [-0.7, 1.0, 0.7], [0.1, -0.2, 0.2], [-0.6, 0.1, 0.0], [0.1, 0.0, -0.4], [-0.7, 0.4, 0.7], [-0.1, 0.2, 0.1], [-0.1, 0.3, 0.1], [0.1, 0.1, 0.2], [0.0, 0.2, 0.3], [-0.1, 0.0, 0.2], [-0.2, 0.4, 0.4], [-1.5, -0.1, -0.5], [1.9, -2.1, 1.9], [-1.2, -0.2, -0.3], [-4.0, 2.7, -1.9], [-0.1, -0.8, -2.9], [0.9, 0.8, 2.3], [2.6, 1.3, 0.3], [-1.8, -1.2, -1.2], [-0.4, 5.7, -4.0], [3.0, -2.6, -2.6], [-0.5, 0.7, -1.0], [-0.2, -0.2, 0.1], [0.0, 0.1, 0.2], [0.3, -0.2, -0.6], [-0.1, -0.3, -0.2], [-0.1, 0.3, -0.1], [-1.2, -1.3, -0.2], [-2.3, 1.5, -1.6], [0.0, -1.2, -1.1], [0.8, -1.5, -6.7], [-0.9, 1.4, -0.8], [-0.3, 2.2, 0.8], [-0.4, 3.2, -2.6], [1.0, -0.9, 0.2], [0.1, -2.3, -1.3], [2.3, -2.0, 0.0], [0.4, 0.2, -2.1], [2.2, 0.7, 0.0], [0.0, 0.0, 0.0], [0.0, 0.1, -0.2]], "lowdin_charge": [-0.23, -0.26, -0.02, -0.14, 0.07, -0.12, -0.16, -0.09, 0.04, 0.04, 0.12, 0.09, 0.04, 0.13, 0.18, -0.08, 0.00, 0.07, -0.01, 0.06, 0.02, -0.05, -0.09, 0.05, -0.01, 0.10, -0.05, -0.19, -0.30, -0.12, -0.21, -0.15, -0.44, -0.13, 0.01, -0.03, -0.04, -0.11, 0.05, 0.13, 0.15, 0.13, 0.12, 0.11, 0.11, 0.12, 0.12, 0.08, 0.06, 0.08, 0.08, 0.07, 0.08, 0.10, 0.11, 0.00, 0.12, -0.06, -0.41, -0.12, -0.14, -0.20, -0.37, -0.17, 0.03, -0.01, -0.02, 0.01, -0.03, 0.09, 0.10, 0.13, 0.07, 0.12, 0.10, 0.06, 0.12, 0.08, 0.07, 0.06, 0.05, 0.08, 0.09, 0.08, 0.07, 0.09, 0.09, -0.05, -0.42, -0.11, -0.23, -0.08, -0.28, -0.13, 0.02, -0.06, -0.08, 0.00, 0.09, 0.08, 0.08, 0.12, 0.12, 0.09, 0.08, 0.09, -0.02, 0.13, 0.10, 0.03, 0.07, 0.04, 0.08, 0.06, 0.05, 0.09, 0.11]}



Record 2
{"formula": "C28H24N8O4Rh", "method": "ωB97M-V with the def2-TZVPD basis set", "e_above_lowest_ev": 0.242, "homo_energy_ev": [-10.383, -10.382], "gap_ev": [6.105, 6.103], "total_charge": 1, "lumo_ha": [-0.15723, -0.15728], "symbols": ["Rh", "C", "C", "C", "C", "C", "C", "N", "C", "C", "C", "C", "C", "C", "N", "N", "C", "C", "C", "C", "C", "N", "H", "H", "H", "H", "H", "H", "H", "H", "H", "H", "H", "H", "H", "C", "C", "N", "C", "C", "N", "C", "O", "O", "C", "O", "O", "H", "H", "H", "H", "H", "N", "C", "C", "C", "N", "C", "C", "H", "H", "H", "H", "H", "H"], "positions_angstrom": [[0.332764, -0.595945, -0.018280], [-3.801698, 2.837705, -1.175778], [-3.073941, 3.111952, -0.026072], [-1.783605, 2.623872, 0.113984], [-1.221616, 1.837705, -0.887616], [-1.949840, 1.563343, -2.036984], [-3.233301, 2.071046, -2.182318], [0.091697, 1.303607, -0.729902], [1.166646, 2.061661, -0.587810], [1.242870, 3.466620, -0.822282], [2.417293, 4.114119, -0.596695], [3.587442, 3.434897, -0.134300], [3.574772, 2.093187, 0.048585], [2.370115, 1.384255, -0.193627], [2.188113, 0.052527, -0.025111], [3.123213, -0.719324, 0.356340], [2.684205, -2.013024, 0.662104], [3.586388, -2.978652, 1.071961], [3.119450, -4.250514, 1.357553], [1.769695, -4.533624, 1.207137], [0.922813, -3.524862, 0.789242], [1.367249, -2.290685, 0.552308], [-4.807844, 3.219494, -1.283557], [-3.511119, 3.707994, 0.764582], [-1.209459, 2.817940, 1.013096], [-1.490424, 0.980754, -2.826053], [-3.791157, 1.867093, -3.087159], [0.371071, 3.995457, -1.181008], [2.467759, 5.181682, -0.769708], [4.490564, 3.994496, 0.064855], [4.452836, 1.559335, 0.385203], [4.626680, -2.702245, 1.166027], [3.800939, -5.022442, 1.688940], [1.378997, -5.521144, 1.403467], [-0.136863, -3.690003, 0.643957], [1.327059, 2.066229, 2.855032], [0.280351, 1.018216, 2.975096], [-0.099647, 0.150690, 2.042142], [-1.128263, -0.589388, 2.582885], [-1.363799, -0.176216, 3.853744], [-0.469628, 0.831891, 4.075681], [-2.296301, -0.574008, 4.946615], [-3.133571, -1.548969, 4.688513], [-2.224385, 0.009699, 5.998379], [-1.837004, -1.549856, 1.735365], [-2.744807, -2.248090, 2.173709], [-1.419891, -1.558255, 0.522326], [1.725351, 2.066911, 1.849388], [2.145856, 1.882234, 3.552046], [0.911118, 3.050650, 3.072327], [-0.430050, 1.329400, 4.955526], [-3.053673, -1.887300, 3.752778], [-1.553678, -2.261619, -5.766652], [-1.105675, -1.971415, -4.527562], [0.221327, -1.572055, -4.298291], [0.628855, -1.281949, -3.024859], [-0.180885, -1.356291, -1.956777], [-1.456861, -1.732101, -2.161491], [-1.947269, -2.038384, -3.406434], [-0.926194, -2.288783, -6.549542], [-2.480402, -2.623556, -5.900377], [0.922673, -1.497862, -5.118634], [1.648437, -0.971740, -2.835761], [-2.098556, -1.784296, -1.299068], [-2.983192, -2.332066, -3.511185]], "atomic_forces_ev_per_a": [[-0.6, 0.2, 1.0], [0.0, 0.0, 0.0], [0.0, 0.0, 0.0], [-0.1, -0.1, 0.1], [0.3, 0.3, -0.1], [0.1, 0.0, -0.1], [0.0, -0.1, 0.0], [-1.4, -0.2, 0.1], [0.2, -0.4, -0.2], [0.0, 0.1, 0.0], [0.1, -0.1, 0.1], [0.1, 0.2, 0.0], [0.0, -0.3, -0.1], [-0.1, 0.3, -0.5], [0.0, -0.2, -0.2], [0.2, -0.3, 0.4], [-0.1, 0.3, -0.3], [0.2, 0.0, 0.1], [0.0, 0.1, 0.0], [0.0, -0.1, -0.1], [0.0, -0.1, 0.1], [-0.3, -0.3, 0.1], [0.0, 0.0, 0.0], [0.0, 0.0, 0.0], [0.0, 0.1, 0.0], [0.0, 0.0, 0.0], [0.0, 0.0, 0.0], [0.0, 0.0, 0.0], [0.0, 0.0, 0.0], [0.0, 0.0, 0.0], [0.0, 0.0, 0.0], [0.0, -0.1, 0.0], [0.0, 0.0, 0.0], [0.0, 0.0, 0.0], [0.0, 0.1, 0.1], [0.0, -0.1, 0.2], [0.1, 0.0, -0.3], [0.7, -0.2, -0.6], [0.1, 0.2, 0.0], [0.0, 0.0, 0.1], [0.0, 0.0, 0.0], [0.0, 0.0, 0.0], [-0.1, 0.0, 0.1], [0.0, 0.0, 0.0], [-0.1, 0.0, 0.0], [0.0, 0.0, 0.0], [-0.2, -0.1, -0.6], [0.0, 0.1, 0.1], [0.0, 0.0, 0.0], [0.0, 0.0, 0.0], [0.0, 0.0, 0.0], [0.0, 0.0, -0.1], [0.0, 0.0, 0.1], [-0.1, 0.0, 0.0], [0.0, 0.0, -0.1], [0.1, 0.1, 0.1], [0.7, 0.4, 0.7], [-0.1, 0.0, -0.3], [0.1, 0.0, 0.0], [0.0, 0.0, 0.0], [0.0, 0.0, 0.0], [0.0, 0.0, 0.0], [0.0, 0.0, 0.0], [0.0, 0.0, 0.0], [0.0, 0.0, 0.0]], "lowdin_charge": [1.25, -0.08, -0.07, -0.03, -0.28, -0.03, -0.07, -0.03, -0.24, 0.00, -0.04, -0.07, -0.02, -0.24, -0.10, 0.12, -0.29, 0.01, -0.03, -0.03, -0.08, 0.00, 0.11, 0.11, 0.11, 0.10, 0.11, 0.12, 0.12, 0.11, 0.12, 0.12, 0.12, 0.12, 0.12, 0.03, -0.30, 0.11, -0.12, -0.06, 0.20, -0.48, 0.16, 0.13, -0.54, 0.09, -0.16, 0.04, 0.10, 0.10, 0.19, 0.08, 0.15, -0.30, 0.00, -0.11, -0.05, -0.12, 0.01, 0.11, 0.11, 0.12, 0.12, 0.10, 0.12]}



Which E_tot belongs to each record? In order, -2064.8611, -1930.8840 a.u..